# 1
C9H27ClI2OP3Rh as an isolated structure in a non-equilibrium geometry. Source: the OMol25 dataset; level of theory: wB97M-V/def2-TZVPD.

Geometry as XYZ:
```
44
C9H27ClI2OP3Rh wB97M-V/def2-TZVPD
I -0.341 0.336 1.274
I -0.040 -2.164 0.586
Rh 0.181 0.653 -3.566
P -1.840 0.281 -2.501
C -2.942 0.189 -1.045
C -2.596 1.716 -3.365
H -3.556 1.413 -3.786
H -3.482 -1.001 -3.773
H -1.904 2.016 -4.158
H -1.808 -1.496 -4.116
H -2.774 1.070 -0.416
H -2.718 2.528 -2.636
C -2.510 -1.215 -3.329
H -3.980 0.193 -1.413
H -2.589 -2.000 -2.567
H -2.731 -0.735 -0.494
P 1.915 0.287 -2.481
C 2.752 0.220 -0.927
C 2.680 -1.172 -3.255
H 2.046 2.121 -4.039
H 3.677 1.415 -3.575
H 2.780 2.503 -2.431
C 2.706 1.762 -3.232
H 2.037 -1.536 -4.054
H 3.648 -0.857 -3.630
H 3.829 0.201 -1.183
H 2.521 -0.738 -0.454
H 2.753 -1.931 -2.473
H 2.519 1.093 -0.309
Cl 0.131 0.411 -5.773
C -1.163 0.756 5.550
P 0.306 0.025 4.783
C 1.422 -0.616 6.021
C -0.471 -1.520 4.317
O 0.963 0.900 3.794
H -2.026 0.308 5.051
H -1.133 1.844 5.508
H -1.297 0.465 6.596
H 0.883 -0.883 6.956
H 1.905 -1.534 5.658
H 2.186 0.110 6.346
H -1.309 -1.213 3.706
H 0.238 -2.058 3.697
H -0.866 -2.146 5.140
```

Computed properties:
**Strongest force on any atom**: 5.08 eV Å⁻¹
**Total charge**: +2
**HOMO energy (alpha / beta)**: -14.6 / -14.9 eV
**Kohn-Sham gap (alpha / beta)**: 7.371 / 4.156 eV
**Spin multiplicity**: 5
**Energy**: -2623.86423 Eh



# 2
C29H47Br2F6INO8PS2 as an isolated structure in a non-equilibrium geometry. Source: the OMol25 dataset; level of theory: wB97M-V/def2-TZVPD.

Geometry as XYZ:
```
97
C29H47Br2F6INO8PS2 wB97M-V/def2-TZVPD
C 3.833 -2.535 0.466
C 5.079 -2.667 1.350
C 5.982 -1.418 1.521
C 5.779 -0.251 0.550
C 4.566 0.633 0.836
C 4.648 1.397 2.164
C 3.775 2.657 2.161
C 3.309 3.061 3.565
C 2.140 2.196 4.050
C 0.759 2.656 3.568
C 0.311 2.004 2.255
C -1.217 1.947 2.042
C -1.712 2.580 0.734
C -2.098 1.570 -0.359
C -0.796 0.910 -0.859
C -0.883 -0.510 -1.419
C -0.706 -1.553 -0.320
I 1.358 -1.920 0.112
C -2.805 2.347 -1.462
O -2.714 1.689 -2.729
C -2.307 2.455 -3.797
S -1.101 1.542 -4.808
O -0.964 0.201 -4.326
O -1.368 1.876 -6.177
C 0.530 2.406 -4.404
F 0.391 3.110 -3.258
F 0.815 3.247 -5.397
C 1.715 1.429 -4.219
F 1.820 0.643 -5.293
F 1.544 0.683 -3.125
F 2.849 2.131 -4.081
O -2.950 0.462 0.037
C -4.140 0.483 0.810
N -4.163 1.615 1.659
C -4.629 1.861 2.730
S -5.289 2.279 4.080
C -5.411 0.345 -0.071
Br -6.304 2.047 -0.467
C -5.158 -0.422 -1.369
C -6.415 -1.128 -1.908
P -3.847 -1.195 1.708
O -2.928 -0.562 2.907
Br -5.793 -1.460 2.807
H 4.042 -2.041 -0.485
H 3.435 -3.528 0.236
H 3.032 -1.986 0.971
H 4.735 -2.985 2.339
H 5.693 -3.490 0.974
H 5.891 -1.042 2.546
H 7.024 -1.741 1.423
H 6.671 0.385 0.607
H 5.739 -0.621 -0.481
H 3.646 0.040 0.824
H 4.467 1.362 0.022
H 4.334 0.751 2.992
H 5.691 1.681 2.354
H 4.328 3.483 1.700
H 2.899 2.476 1.526
H 3.018 4.118 3.566
H 4.146 2.976 4.268
H 2.150 2.130 5.141
H 2.303 1.173 3.685
H 0.770 3.745 3.436
H 0.014 2.444 4.343
H 0.777 2.526 1.412
H 0.718 0.985 2.229
H -1.524 0.900 2.055
H -1.727 2.424 2.884
H -2.515 3.299 0.912
H -0.890 3.147 0.276
H -0.337 1.598 -1.575
H -0.103 0.867 -0.010
H -1.828 -0.687 -1.937
H -0.103 -0.636 -2.174
H -1.143 -2.525 -0.549
H -1.101 -1.209 0.634
H -2.385 3.358 -1.534
H -3.861 2.445 -1.208
H -3.099 2.660 -4.529
H -1.830 3.392 -3.500
H -6.176 -0.161 0.507
H -4.357 -1.142 -1.185
H -4.784 0.280 -2.117
H -6.227 -2.187 -2.094
H -6.759 -0.679 -2.841
H -7.245 -1.070 -1.199
H -2.378 -1.246 3.313
C 0.870 -6.421 -1.338
C -0.267 -7.384 -1.627
O -1.310 -6.876 -0.818
C -1.078 -5.555 -0.589
O -1.865 -4.802 -0.123
O 0.167 -5.228 -0.991
F 0.016 -8.652 -1.250
H 1.444 -6.769 -0.478
H 1.526 -6.232 -2.182
H -0.602 -7.400 -2.666
```

Computed properties:
**Strongest force on any atom**: 4.56 eV Å⁻¹
**HOMO energy**: -8.9 eV
**Kohn-Sham gap**: 9.129 eV
**Energy**: -8972.48257 Eh



# 3
C26H21N5O5ReS6Se as an isolated structure. Source: the OMol25 dataset; level of theory: wB97M-V/def2-TZVPD.

Geometry as XYZ:
```
65
C26H21N5O5ReS6Se wB97M-V/def2-TZVPD
Re 0.960 1.634 0.923
C 0.802 -2.123 -1.008
C 1.441 -1.927 0.334
N 0.671 -1.785 1.336
N 1.124 -1.807 2.610
C 1.114 -0.817 3.399
S 1.093 0.931 3.216
S 1.221 -1.276 5.148
C -0.581 -1.328 5.409
C -1.319 -2.375 4.612
C -2.466 -2.007 3.916
C -3.172 -2.951 3.180
C -2.740 -4.267 3.133
C -1.589 -4.637 3.820
C -0.882 -3.695 4.549
C 2.917 -1.802 0.395
C 3.784 -2.876 0.276
C 5.160 -2.697 0.355
C 5.666 -1.418 0.549
C 4.818 -0.326 0.646
C 3.433 -0.501 0.558
O 2.606 0.519 0.595
H -0.278 -2.181 -0.890
H 1.180 -3.038 -1.477
H 1.046 -1.292 -1.676
H -0.990 -0.343 5.187
H -0.700 -1.502 6.481
H -2.772 -0.966 3.916
H -4.044 -2.641 2.618
H -3.279 -4.998 2.543
H -1.227 -5.657 3.764
H 0.041 -3.968 5.047
H 3.373 -3.870 0.140
H 5.828 -3.546 0.275
H 6.737 -1.268 0.627
H 5.201 0.677 0.789
S -1.485 0.034 0.446
S -3.004 0.700 -0.769
S -3.659 2.647 -0.170
S -2.349 3.861 -1.102
N -3.995 2.651 -8.402
C -3.277 2.627 -7.503
C -2.369 2.609 -6.389
C -0.998 2.654 -6.635
C -0.115 2.633 -5.573
C -0.606 2.574 -4.272
C -1.972 2.540 -4.016
C -2.851 2.551 -5.084
N 0.300 2.558 -3.187
C 1.553 3.145 -3.146
C 2.017 2.944 -1.889
N 1.084 2.240 -1.169
C 0.056 2.031 -1.966
H -0.631 2.693 -7.651
H 0.951 2.642 -5.754
H -2.343 2.540 -2.997
H -3.916 2.534 -4.895
H 1.961 3.686 -3.979
H 2.941 3.265 -1.441
H -0.845 1.511 -1.673
O -3.554 2.697 1.329
Se -2.049 2.088 3.235
O -1.961 3.481 4.031
O -0.065 2.901 1.253
O -2.996 1.085 4.072
```

Computed properties:
**Strongest force on any atom**: 0.69 eV Å⁻¹
**Total charge**: -2
**HOMO energy (alpha / beta)**: -1.4 / -1.9 eV
**Kohn-Sham gap (alpha / beta)**: 5.178 / 5.701 eV
**Spin multiplicity**: 2
**Energy**: -6522.22305 Eh



# 4
C4H4BrClN2 as an isolated structure in a non-equilibrium geometry. Source: the OMol25 dataset; level of theory: wB97M-V/def2-TZVPD.

Geometry as XYZ:
```
12
C4H4BrClN2 wB97M-V/def2-TZVPD
C 0.004 1.221 -0.152
C 1.006 -1.075 0.156
C -1.203 0.751 0.028
C 1.248 0.387 -0.036
N -0.101 -1.676 0.291
N -1.249 -1.108 0.485
Cl -2.559 -1.838 -0.374
Br -2.882 1.494 -0.033
H 0.157 2.275 -0.368
H 1.877 -1.715 0.161
H 1.847 0.507 -0.947
H 1.854 0.776 0.788
```

Computed properties:
**Strongest force on any atom**: 5.06 eV Å⁻¹
**HOMO energy**: -8.6 eV
**Kohn-Sham gap**: 8.827 eV
**Energy**: -3298.38284 Eh



# 5
One molecule with the formula C7H5F2NO2 in a non-equilibrium geometry. Source: the OMol25 dataset; level of theory: wB97M-V/def2-TZVPD.

Geometry as XYZ:
```
17
C7H5F2NO2 wB97M-V/def2-TZVPD
C 0.843 2.690 -0.184
C -0.336 2.028 0.113
C 1.820 1.671 -0.277
C -0.037 0.699 0.311
C -0.387 -2.523 0.021
C -0.796 -0.404 0.762
C -1.248 -1.739 -0.948
N -0.044 -1.593 0.998
O -0.078 -3.686 0.005
O 1.323 0.548 0.080
F -2.433 -2.169 -1.468
F -0.522 -1.322 -2.038
H 1.146 3.697 -0.383
H -1.205 2.521 0.240
H 2.820 1.686 -0.124
H -1.685 -0.360 1.352
H 0.821 -1.744 1.541
```

Computed properties:
**Strongest force on any atom**: 4.70 eV Å⁻¹
**HOMO energy (alpha / beta)**: -8.1 / -8.1 eV
**Kohn-Sham gap (alpha / beta)**: 7.762 / 7.761 eV
**Energy**: -674.58066 Eh



# 6
C9H15N2PdS4 as an isolated structure. Source: the OMol25 dataset; level of theory: wB97M-V/def2-TZVPD.

Geometry as XYZ:
```
31
C9H15N2PdS4 wB97M-V/def2-TZVPD
Pd 0.841 1.035 -0.597
S 1.052 -0.209 -4.928
C 1.072 0.207 -3.286
S 0.154 -0.665 -2.140
S 1.945 1.521 -2.687
C 2.940 -2.650 -0.446
N 2.077 -2.427 0.711
C 1.344 -3.396 1.363
C 0.707 -2.797 2.397
N 1.054 -1.468 2.348
C 1.883 -1.243 1.310
S 2.568 0.269 0.856
H 2.985 -3.720 -0.620
H 3.933 -2.264 -0.226
H 2.521 -2.139 -1.312
H 1.356 -4.420 1.039
H 0.062 -3.193 3.158
H 0.782 -0.743 2.990
C -2.506 2.015 -1.389
C -2.072 1.752 0.050
C -3.106 2.297 1.046
C -0.736 2.367 0.342
H -3.436 1.496 -1.618
H -1.755 1.677 -2.108
H -2.666 3.082 -1.554
H -2.014 0.663 0.203
H -3.186 3.382 0.963
H -2.844 2.062 2.077
H -4.089 1.874 0.839
H -0.356 2.322 1.365
H -0.510 3.315 -0.148
```

Computed properties:
**Strongest force on any atom**: 0.36 eV Å⁻¹
**Total charge**: +1
**HOMO energy (alpha / beta)**: -11.2 / -12.4 eV
**Kohn-Sham gap (alpha / beta)**: 7.596 / 6.104 eV
**Spin multiplicity**: 5
**Energy**: -2181.76196 Eh



# 7
C46H106F3HfN6O16S as an isolated structure in a non-equilibrium geometry. Source: the OMol25 dataset; level of theory: wB97M-V/def2-TZVPD.

Geometry as XYZ:
```
179
C46H106F3HfN6O16S wB97M-V/def2-TZVPD
Hf 11.806 10.526 15.829
C 12.939 7.333 12.820
F 14.144 7.676 13.181
F 12.587 8.113 11.831
F 12.915 5.999 12.503
S 11.782 7.386 14.298
O 12.611 6.846 15.318
O 11.401 8.861 14.536
O 10.701 6.534 13.851
O 13.100 11.276 14.317
C 14.470 10.903 14.170
C 15.005 10.681 15.756
O 13.854 10.552 16.580
H 15.019 11.731 13.682
H 14.442 10.039 13.524
H 15.635 11.446 16.164
H 15.420 9.706 15.769
C 15.584 8.667 10.692
O 16.289 9.903 10.489
H 14.619 8.868 11.177
H 15.267 8.257 9.725
H 16.116 7.927 11.308
H 16.642 9.945 9.586
C 17.163 13.578 9.999
O 15.766 13.840 10.202
C 15.439 13.925 11.615
C 13.961 14.027 11.810
N 13.147 12.849 11.604
C 13.308 12.176 10.288
C 12.493 10.925 10.258
O 12.548 10.288 8.979
C 11.659 9.193 8.890
H 17.283 13.506 8.931
H 17.512 12.646 10.512
H 17.776 14.461 10.291
H 16.022 14.778 12.020
H 15.754 13.031 12.185
H 13.610 14.870 11.221
H 13.839 14.304 12.871
H 13.324 12.205 12.391
H 14.411 11.996 10.099
H 12.981 12.917 9.575
H 11.387 11.207 10.391
H 12.825 10.244 11.083
H 11.840 8.429 9.610
H 11.710 8.786 7.900
H 10.649 9.496 9.114
C 10.562 11.065 12.748
O 10.271 11.229 14.175
C 9.176 12.036 14.624
C 8.587 11.434 15.910
N 9.344 10.148 16.204
C 9.089 9.290 17.369
C 10.202 8.279 17.504
O 11.484 8.881 17.340
C 12.609 8.090 17.925
H 11.336 10.365 12.647
H 10.731 12.083 12.374
H 9.586 10.763 12.392
H 8.421 11.930 13.819
H 9.476 13.082 14.591
H 7.520 11.429 15.684
H 8.699 12.019 16.812
H 9.230 9.510 15.393
H 8.176 8.734 17.364
H 9.026 9.966 18.222
H 10.067 7.475 16.788
H 10.063 7.729 18.437
H 12.613 8.094 19.037
H 13.447 8.688 17.597
H 12.543 7.117 17.456
C 10.851 10.640 19.665
O 11.075 11.274 18.369
C 10.900 12.673 18.482
C 11.899 13.259 17.539
N 11.480 12.757 16.156
C 12.217 13.613 15.129
C 11.619 15.069 14.993
O 10.275 14.918 14.977
C 9.638 16.154 15.462
H 10.869 9.546 19.569
H 9.866 10.936 20.088
H 11.676 10.860 20.372
H 11.045 12.992 19.537
H 9.912 12.992 18.170
H 12.923 12.990 17.714
H 11.810 14.334 17.687
H 10.473 12.950 16.153
H 12.149 13.094 14.158
H 13.255 13.735 15.489
H 11.983 15.447 14.041
H 11.943 15.742 15.824
H 9.661 16.257 16.561
H 8.593 15.965 15.213
H 10.052 16.972 14.908
C 17.666 13.808 14.084
O 17.265 15.185 14.080
C 16.723 15.539 15.360
C 15.215 15.195 15.387
N 14.559 15.124 16.703
C 14.684 16.424 17.403
C 14.236 16.340 18.851
O 12.785 16.116 18.759
C 12.239 15.891 20.054
H 16.748 13.192 14.253
H 18.379 13.645 14.872
H 18.182 13.549 13.155
H 16.943 16.588 15.439
H 17.322 14.983 16.049
H 15.136 14.198 14.933
H 14.637 15.849 14.770
H 15.004 14.433 17.248
H 14.066 17.173 16.853
H 15.757 16.798 17.383
H 14.426 17.257 19.376
H 14.720 15.501 19.372
H 12.242 16.833 20.576
H 12.829 15.203 20.619
H 11.223 15.503 19.867
C 17.087 8.639 14.130
C 18.462 9.348 14.208
C 19.489 8.285 14.424
C 20.923 8.688 14.226
C 21.026 9.224 12.817
C 20.038 10.372 12.547
N 18.718 9.899 12.903
O 17.721 10.862 12.570
C 20.588 11.601 13.241
C 19.978 10.667 11.056
C 18.467 10.412 15.324
H 17.151 7.940 13.284
H 16.303 9.343 13.984
H 16.942 7.983 14.987
H 19.373 7.833 15.370
H 19.105 7.436 13.826
H 21.559 7.811 14.304
H 21.234 9.321 15.048
H 20.731 8.371 12.155
H 22.056 9.531 12.607
H 19.810 12.315 13.449
H 21.147 11.379 14.148
H 21.282 12.148 12.610
H 19.565 9.833 10.485
H 19.309 11.473 10.835
H 20.976 10.853 10.673
H 19.431 10.909 15.476
H 18.169 9.985 16.315
H 17.683 11.157 15.082
H 17.224 10.480 11.821
C 14.509 12.634 20.779
C 15.660 11.812 20.276
C 16.823 11.792 21.290
C 17.839 10.657 21.019
C 17.103 9.339 21.120
C 15.989 9.293 20.079
N 15.128 10.452 20.190
O 13.995 10.283 19.304
C 16.626 9.122 18.688
C 15.104 8.015 20.429
C 16.126 12.412 18.947
H 14.843 13.642 20.938
H 14.199 12.220 21.732
H 13.698 12.677 20.036
H 17.276 12.786 21.241
H 16.399 11.712 22.273
H 18.515 10.791 21.843
H 18.387 10.705 20.068
H 16.712 9.099 22.156
H 17.717 8.493 20.773
H 17.282 9.965 18.424
H 17.199 8.200 18.494
H 15.857 9.243 17.938
H 14.489 7.681 19.630
H 15.742 7.221 20.736
H 14.551 8.255 21.378
H 16.292 13.471 18.984
H 15.392 12.190 18.143
H 17.061 11.962 18.578
H 14.211 10.351 18.316
```

Computed properties:
**Strongest force on any atom**: 3.78 eV Å⁻¹
**Total charge**: +1
**HOMO energy**: -9.8 eV
**Kohn-Sham gap**: 7.837 eV
**Energy**: -4094.10456 Eh



# 8
An isolated ion of composition C4H11N2S and charge +1 in a non-equilibrium geometry. Source: the OMol25 dataset; level of theory: wB97M-V/def2-TZVPD.

Geometry as XYZ:
```
18
C4H11N2S wB97M-V/def2-TZVPD
C 0.331 -2.586 -0.015
C 0.710 -1.137 -0.063
S 2.033 -0.782 -1.417
C -0.519 -0.284 -0.319
N -0.322 1.160 -0.170
C -0.838 1.869 0.831
N -0.619 3.111 1.066
H 1.134 -3.131 0.609
H 0.329 -3.074 -1.012
H -0.628 -2.693 0.320
H 1.223 -0.703 0.738
H 1.337 -0.739 -2.496
H -0.726 -0.477 -1.396
H -1.379 -0.630 0.370
H 0.364 1.516 -0.927
H -1.457 1.333 1.523
H -0.003 3.658 0.483
H -0.969 3.588 1.873
```

Computed properties:
**SMILES**: C[C@@H](S)C/[NH+]=C/N
**Strongest force on any atom**: 4.17 eV Å⁻¹
**Total charge**: +1
**HOMO energy**: -12.8 eV
**Kohn-Sham gap**: 9.311 eV
**Energy**: -666.44949 Eh